Entry from the Open Molecules 2025 dataset: a 3-piece molecular cluster, C24H3BF15N4O5 overall at a distorted geometry (ωB97M-V/def2-TZVPD).

Geometry as ORCA input:
```
! wB97M-V def2-TZVPD RIJCOSX def2/J DEFGRID3
* xyz -1 1
O -0.6055 -4.3924 5.5141
N 0.0889 -3.3600 5.5444
O 0.8962 -3.1004 6.4680
C 0.0197 -2.3862 4.4716
C 0.9062 -1.3165 4.4269
C 0.8714 -0.4159 3.3308
N 1.7647 0.7274 3.3376
O 2.4329 0.9690 4.3663
O 1.8200 1.4333 2.3004
C -0.0095 -0.5457 2.2533
C -0.9804 -1.5440 2.3146
N -2.1229 -1.7079 1.5880
O -2.8469 -2.6906 2.3291
N -2.1595 -3.1499 3.4273
C -0.9890 -2.4694 3.4231
H 1.6315 -1.1828 5.2216
H -0.0242 0.2547 1.4580
F 5.2216 -1.1783 -2.3440
C 4.0496 -0.7502 -1.8428
C 3.7723 0.6130 -1.7692
F 4.7097 1.5060 -2.1447
C 2.5132 1.0376 -1.3453
F 2.3621 2.3774 -1.1863
C 1.4671 0.1372 -1.0894
B -0.0411 0.5406 -0.9591
C -0.4053 2.0622 -1.1107
C -0.8071 2.9253 -0.0912
F -0.9864 2.4710 1.1752
C -1.0764 4.2782 -0.3186
F -1.4280 5.0790 0.7062
C -0.9978 4.7946 -1.6087
F -1.2624 6.0947 -1.8333
C -0.6532 3.9542 -2.6686
F -0.6118 4.4379 -3.9288
C -0.3621 2.6202 -2.3940
F -0.0159 1.8478 -3.4605
C -1.0721 -0.3288 -1.7816
C -2.4253 -0.2788 -1.4292
F -2.8196 0.5543 -0.4253
C -3.4261 -0.9651 -2.1195
F -4.7062 -0.9173 -1.7002
C -3.0898 -1.6620 -3.2761
F -4.0468 -2.2724 -3.9987
C -1.7629 -1.6971 -3.6962
F -1.4457 -2.3337 -4.8404
C -0.7815 -1.0447 -2.9499
F 0.4675 -1.0812 -3.4768
H -0.3229 0.0659 0.5016
C 1.8493 -1.2115 -1.0066
F 0.9555 -2.1355 -0.5617
C 3.1020 -1.6720 -1.3978
F 3.3829 -2.9913 -1.4028
*
```

- gap between HOMO and LUMO (Ha) = 0.202
- HOMO (eV) = -5.74